[1]
{
  "formula": "C21H50O17S5",
  "method": "ωB97M-V with the def2-TZVPD basis set",
  "symbols": ["C", "C", "C", "C", "O", "C", "O", "C", "H", "H", "H", "H", "H", "H", "H", "H", "H", "H", "O", "S", "O", "O", "C", "C", "C", "H", "H", "H", "H", "H", "H", "H", "H", "O", "S", "O", "O", "C", "C", "C", "H", "H", "H", "H", "H", "H", "H", "H", "O", "S", "O", "O", "C", "C", "C", "H", "H", "H", "H", "H", "H", "H", "H", "O", "S", "O", "O", "C", "C", "C", "H", "H", "H", "H", "H", "H", "H", "H", "O", "S", "O", "O", "C", "C", "C", "H", "H", "H", "H", "H", "H", "H", "H"],
  "positions_angstrom": [[-0.579429, 2.703056, 0.742004], [-1.373919, 2.324193, -0.077066], [-2.354453, 1.847226, -1.068720], [-3.508324, 2.882052, -1.240847], [-4.745112, 2.275985, -1.479014], [-5.496935, 2.019138, -0.310581], [-2.903329, 0.604694, -0.682065], [-1.946143, -0.431828, -0.585427], [0.102181, 2.960778, 1.512016], [-1.830307, 1.751960, -2.031531], [-3.537754, 3.544987, -0.368483], [-3.281661, 3.498967, -2.112852], [-6.245164, 1.268221, -0.558639], [-5.993872, 2.931529, 0.036714], [-4.870721, 1.619604, 0.492214], [-1.562769, -0.699565, -1.577412], [-2.454395, -1.295548, -0.158607], [-1.113508, -0.153503, 0.069361], [-0.642266, -0.236576, 2.698977], [-1.514252, 0.468603, 3.602043], [-1.023357, 1.637519, 4.264571], [-2.058166, -0.580653, 4.647006], [-1.037221, -1.286941, 5.424274], [-0.565769, -0.494137, 6.620684], [-3.025122, 0.845278, 2.790513], [-0.215050, -1.561090, 4.764470], [-1.525820, -2.205189, 5.742846], [-0.007818, 0.391357, 6.324951], [0.091688, -1.121473, 7.219682], [-1.416031, -0.176882, 7.226110], [-3.400886, -0.048928, 2.300101], [-2.791282, 1.613598, 2.055626], [-3.728903, 1.217183, 3.530796], [4.421582, -0.420169, 4.732840], [3.320400, -1.307243, 4.498997], [2.366017, -1.512658, 5.546860], [3.891856, -2.707285, 4.016124], [4.917653, -3.320688, 4.832609], [4.353250, -3.987197, 6.068529], [2.479391, -0.877104, 3.024083], [5.667049, -2.568229, 5.080769], [5.379952, -4.049091, 4.169417], [3.953201, -3.255500, 6.768049], [5.143478, -4.549320, 6.567478], [3.547541, -4.669919, 5.798606], [3.204599, -0.750704, 2.224775], [1.951380, 0.053322, 3.222094], [1.765738, -1.667161, 2.800112], [1.420255, 3.885075, -4.546503], [2.719848, 3.324777, -4.310668], [2.990218, 2.002039, -4.784226], [3.040111, 3.424922, -2.764042], [2.027803, 2.920847, -1.853556], [2.030334, 1.410460, -1.754526], [3.968351, 4.420219, -4.880582], [1.053793, 3.303927, -2.157704], [2.280130, 3.371830, -0.896652], [1.706167, 0.947312, -2.685507], [1.348936, 1.109119, -0.957636], [3.031290, 1.043153, -1.527972], [3.765078, 5.414639, -4.493898], [3.917807, 4.409967, -5.967126], [4.932410, 4.051644, -4.541138], [-2.432009, 3.065866, -9.784919], [-2.928493, 2.489259, -8.570859], [-3.865284, 3.229540, -7.782815], [-1.701636, 2.041641, -7.676504], [-0.660045, 3.025635, -7.431917], [-1.043238, 4.038844, -6.380721], [-3.575858, 0.885503, -8.885315], [-0.399860, 3.497033, -8.380204], [0.191237, 2.431062, -7.106271], [-1.852738, 4.683868, -6.721598], [-0.178265, 4.654993, -6.144474], [-1.370831, 3.537262, -5.470609], [-2.847769, 0.320413, -9.459884], [-4.491462, 1.027468, -9.454966], [-3.789748, 0.405850, -7.934246], [1.027038, -3.589536, 3.710174], [0.114018, -4.249934, 2.821396], [-0.911772, -5.084287, 3.367010], [0.951222, -5.059159, 1.745154], [1.978878, -5.954965, 2.241898], [1.413321, -7.252594, 2.775382], [-0.602299, -3.081691, 1.723269], [2.567614, -5.426516, 2.992883], [2.615069, -6.127412, 1.376600], [0.833617, -7.093031, 3.682890], [2.233242, -7.934439, 3.002582], [0.761908, -7.718262, 2.036308], [0.185109, -2.468274, 1.294935], [-1.272931, -2.465953, 2.317471], [-1.149206, -3.623636, 0.955606]],
  "forces_ev_per_a": [[-0.35, -0.29, -0.25], [0.27, 0.25, 0.06], [0.06, 0.02, -0.04], [0.01, 0.05, 0.00], [0.01, 0.03, -0.12], [0.05, -0.08, 0.11], [-0.01, 0.11, 0.16], [0.09, -0.03, -0.07], [0.12, 0.15, 0.13], [-0.07, -0.18, 0.03], [-0.09, -0.09, 0.03], [0.05, -0.01, 0.07], [-0.02, 0.07, -0.04], [0.01, -0.01, 0.01], [-0.02, 0.01, -0.04], [0.03, 0.03, 0.03], [-0.03, 0.02, -0.04], [-0.04, -0.03, -0.01], [0.12, 0.30, -0.10], [-0.20, -0.24, -0.01], [0.12, 0.04, -0.09], [-0.01, 0.17, 0.04], [0.22, -0.27, 0.26], [-0.11, 0.18, -0.06], [-0.06, -0.02, 0.05], [0.02, 0.04, 0.01], [-0.13, 0.03, -0.11], [0.03, -0.01, -0.03], [0.01, -0.04, 0.00], [0.01, -0.05, 0.03], [0.01, 0.00, 0.00], [0.02, -0.03, 0.02], [0.01, 0.01, 0.01], [0.02, 0.04, 0.02], [-0.08, -0.13, -0.01], [0.02, 0.11, 0.05], [0.04, -0.01, -0.01], [0.16, -0.05, 0.08], [-0.09, 0.05, -0.01], [-0.05, 0.05, -0.15], [-0.04, 0.04, 0.00], [-0.04, 0.00, -0.04], [0.01, 0.01, -0.01], [0.01, -0.01, -0.01], [0.01, -0.02, 0.00], [0.04, 0.01, 0.02], [0.00, 0.00, 0.02], [0.10, 0.10, 0.10], [0.08, -0.02, -0.01], [-0.03, -0.01, 0.06], [0.02, 0.01, -0.04], [0.04, -0.05, -0.03], [-0.23, -0.12, 0.28], [0.06, -0.02, -0.12], [0.02, 0.04, -0.01], [0.04, 0.04, -0.06], [0.08, 0.05, -0.04], [-0.01, 0.01, 0.00], [0.01, 0.02, 0.02], [-0.01, 0.00, 0.05], [0.00, 0.00, 0.00], [-0.01, -0.01, 0.00], [0.00, -0.01, -0.01], [-0.02, 0.02, -0.02], [0.03, 0.00, 0.01], [-0.02, 0.00, -0.01], [-0.05, -0.02, 0.05], [0.32, 0.11, 0.02], [-0.29, 0.09, -0.08], [-0.01, -0.04, -0.02], [-0.07, -0.02, -0.03], [-0.05, -0.06, 0.03], [0.00, -0.04, -0.04], [-0.01, -0.05, 0.01], [0.08, 0.01, 0.03], [0.00, 0.00, 0.00], [0.00, 0.01, 0.00], [-0.01, 0.01, 0.00], [-0.15, -0.15, 0.06], [-0.08, 0.05, -0.21], [0.01, 0.02, 0.08], [-0.01, -0.06, 0.01], [0.23, -0.10, 0.05], [-0.12, 0.05, 0.01], [-0.07, -0.13, -0.02], [-0.04, 0.06, 0.01], [-0.05, 0.02, -0.04], [0.01, 0.01, 0.01], [0.02, 0.00, -0.02], [0.03, -0.03, -0.01], [-0.03, 0.02, -0.01], [0.05, -0.01, -0.02], [0.01, -0.03, 0.00]],
  "smiles": "C#C[C@H](COC)OC.CCOS(C)(=O)=O.CCOS(C)(=O)=O.CCOS(C)(=O)=O.CCOS(C)(=O)=O.CCOS(C)(=O)=O",
  "e_homo_ha": -0.3640,
  "orbital_gap_ev": 10.23,
  "charge": 0
}

[2]
{
  "formula": "C21H51B3IN3O4S",
  "method": "ωB97M-V with the def2-TZVPD basis set",
  "symbols": ["C", "B", "O", "B", "S", "O", "B", "C", "C", "O", "I", "O", "H", "H", "H", "H", "H", "H", "C", "C", "N", "C", "C", "C", "C", "H", "H", "H", "H", "H", "H", "H", "H", "H", "H", "H", "H", "H", "H", "H", "C", "C", "N", "C", "C", "C", "C", "H", "H", "H", "H", "H", "H", "H", "H", "H", "H", "H", "H", "H", "H", "H", "C", "C", "N", "C", "C", "C", "C", "H", "H", "H", "H", "H", "H", "H", "H", "H", "H", "H", "H", "H", "H", "H"],
  "positions_angstrom": [[-1.418536, -2.345857, -2.977056], [-1.318854, -3.872390, -2.711753], [-1.201174, -4.402482, -1.424022], [-0.236019, -5.379927, -1.295378], [0.889693, -5.358759, 0.142588], [-0.108825, -6.311598, -2.317369], [-0.227072, -5.721430, -3.572645], [0.893734, -6.011028, -4.641788], [0.975697, -5.139076, -5.863086], [1.933599, -4.539143, -6.210341], [-0.801122, -5.063021, -7.086851], [-1.250496, -4.819651, -3.740343], [-1.140115, -1.775844, -2.090307], [-2.435085, -2.056281, -3.257032], [-0.760231, -2.064339, -3.800147], [2.014192, -5.565579, -0.553792], [0.848093, -7.054996, -4.966185], [1.850882, -5.894886, -4.122995], [0.934381, -1.774254, 1.040695], [1.405318, -0.340285, 0.860250], [0.587872, 0.405990, -0.080589], [1.179543, 1.666601, -0.490906], [1.393531, 2.741735, 0.581761], [-0.834654, 0.432954, 0.216684], [-1.278415, 0.959833, 1.586623], [0.843305, -2.275335, 0.076828], [1.652739, -2.330386, 1.644178], [-0.029365, -1.834323, 1.548291], [2.428595, -0.351887, 0.473410], [1.461713, 0.142370, 1.850015], [0.568642, 2.086303, -1.295017], [2.151711, 1.447115, -0.944269], [0.456566, 3.200955, 0.895689], [2.022314, 3.536930, 0.174778], [1.899149, 2.345864, 1.463724], [-1.220487, -0.584700, 0.107936], [-1.324474, 1.010377, -0.571947], [-0.702360, 0.519919, 2.401998], [-2.326770, 0.699593, 1.752006], [-1.198470, 2.043583, 1.660085], [5.436376, 4.911721, -0.705219], [5.687169, 3.654626, 0.114347], [5.588473, 2.436642, -0.670194], [5.527741, 1.230390, 0.136580], [6.741161, 0.892494, 1.012517], [6.448746, 2.370245, -1.841668], [7.959096, 2.545138, -1.640282], [4.489049, 4.836038, -1.241338], [5.390703, 5.778945, -0.045458], [6.228224, 5.096625, -1.431957], [4.928994, 3.604246, 0.901215], [6.659127, 3.749427, 0.624404], [5.316608, 0.382653, -0.521554], [4.653376, 1.312166, 0.792075], [7.589695, 0.545401, 0.424670], [6.478593, 0.089702, 1.704556], [7.061073, 1.747362, 1.609030], [6.112424, 3.133923, -2.547224], [6.252130, 1.415382, -2.335188], [8.184759, 3.410163, -1.014531], [8.437854, 2.708232, -2.607564], [8.425799, 1.670773, -1.189784], [-8.835030, 1.161162, 3.725261], [-8.018254, 1.012833, 2.450667], [-6.612928, 1.326900, 2.640308], [-5.882734, 1.502552, 1.399491], [-5.739952, 0.295936, 0.464074], [-5.933869, 0.569628, 3.679799], [-5.947720, -0.960740, 3.581071], [-8.677318, 2.145378, 4.168309], [-9.896291, 1.050553, 3.499470], [-8.579690, 0.404690, 4.468105], [-8.401560, 1.710760, 1.701111], [-8.182212, 0.002774, 2.041226], [-4.885509, 1.880971, 1.642595], [-6.373930, 2.308412, 0.844768], [-5.047334, -0.448132, 0.857047], [-5.344997, 0.626644, -0.498978], [-6.695854, -0.192669, 0.271035], [-6.370673, 0.851471, 4.640900], [-4.900472, 0.924065, 3.717469], [-6.950633, -1.343035, 3.384375], [-5.614641, -1.389794, 4.527951], [-5.284309, -1.335316, 2.802789]],
  "forces_ev_per_a": [[-0.14, -0.01, 0.14], [-0.71, -0.55, 0.25], [0.68, 0.47, 0.05], [-0.57, -0.41, -0.02], [-0.11, 0.16, 0.28], [1.03, 0.56, -0.13], [-0.81, -0.43, 0.08], [0.01, -0.05, -0.02], [0.08, -0.09, 0.00], [-0.01, 0.09, 0.08], [-0.11, -0.10, -0.09], [0.91, 0.74, -0.29], [-0.01, 0.02, -0.02], [0.02, -0.01, -0.07], [-0.06, 0.02, -0.06], [-0.10, -0.36, -0.11], [-0.11, -0.01, -0.03], [0.03, -0.09, -0.02], [0.05, 0.02, -0.01], [-0.04, -0.02, 0.12], [0.03, -0.02, -0.04], [0.14, 0.15, -0.05], [0.00, 0.09, -0.08], [-0.12, -0.09, -0.02], [-0.09, 0.06, -0.03], [-0.02, 0.01, 0.00], [0.00, -0.01, -0.01], [-0.01, 0.00, -0.01], [-0.02, 0.06, -0.06], [0.01, -0.01, -0.01], [-0.06, -0.04, 0.02], [0.00, -0.08, 0.05], [0.00, -0.04, 0.05], [0.01, -0.01, 0.00], [-0.01, -0.02, 0.00], [0.04, -0.02, 0.02], [0.04, 0.05, 0.01], [0.01, -0.02, -0.02], [0.00, 0.00, 0.00], [0.05, -0.01, 0.03], [0.00, 0.00, 0.00], [0.05, 0.08, -0.03], [-0.08, -0.10, 0.01], [-0.05, -0.09, 0.17], [-0.03, -0.10, -0.01], [-0.01, 0.07, -0.11], [0.00, -0.03, -0.03], [0.01, -0.01, -0.01], [0.00, 0.00, 0.00], [0.00, -0.01, -0.01], [0.02, -0.11, 0.01], [-0.02, 0.04, 0.02], [0.04, 0.05, -0.08], [-0.01, 0.12, -0.02], [0.01, 0.05, 0.00], [-0.01, 0.01, 0.00], [0.00, 0.00, 0.00], [-0.02, 0.02, 0.03], [0.01, -0.02, 0.04], [0.00, 0.01, -0.01], [0.00, 0.00, 0.00], [-0.01, 0.02, 0.05], [-0.02, 0.02, -0.02], [-0.01, -0.03, 0.02], [0.00, -0.04, 0.01], [0.06, 0.08, -0.14], [0.09, 0.00, -0.04], [0.03, -0.01, 0.09], [0.05, 0.01, 0.01], [0.01, -0.01, 0.01], [0.00, 0.00, 0.00], [0.01, 0.00, 0.00], [0.01, -0.01, -0.01], [0.01, 0.01, 0.00], [0.00, -0.03, 0.06], [-0.06, -0.02, 0.03], [-0.04, -0.02, 0.02], [0.00, 0.01, 0.00], [-0.01, 0.01, 0.04], [-0.04, 0.01, -0.02], [0.00, -0.01, -0.04], [0.00, 0.00, 0.01], [0.00, 0.00, 0.00], [-0.04, 0.00, -0.03]],
  "smiles": "CB1OB(S)OB(CC(=O)I)O1.CCN(CC)CC.CCN(CC)CC.CCN(CC)CC",
  "e_homo_ha": -0.2982,
  "orbital_gap_ev": 8.25,
  "charge": 0
}